1.
# C5H9ClFN

A molecular structure, C5H9ClFN in a non-equilibrium geometry (ωB97M-V with the def2-TZVPD basis set, OMol25).

Geometry (Å):
C1 0.0362 -0.8641 -1.8640
C2 0.5977 -0.0728 -0.6559
C3 0.5370 -0.4564 0.8315
C4 0.2723 1.1321 1.1384
C5 -0.2590 1.2859 -0.4018
H1 0.3153 -2.0214 -1.4064
H2 0.7536 -0.2838 -2.7345
H3 -1.2215 -0.2695 -1.8898
H4 1.5525 0.3258 -0.7132
H5 1.4641 -0.6467 1.3003
H6 -1.6066 -0.9443 1.7497
H7 -0.7193 -2.2803 0.9357
H8 1.2219 1.9137 1.2846
H9 0.0466 2.1762 -0.9283
N1 -0.4421 -1.3933 1.4084
F1 -1.4848 0.9081 -0.4789
Cl1 -1.0639 1.4909 2.4243

HOMO-LUMO gap: 9.739 eV
strongest force on any atom: 0.12180 hartree/bohr
highest occupied orbital energy: -9.06 eV
relative energy (zero: lowest compared OMol25 entry of this formula, charge and spin): 5.8228 eV

***

2.
# C5H9ClN2

2 unconnected molecules or ions with the total composition C5H9ClN2 in a non-equilibrium geometry (ωB97M-V with the def2-TZVPD basis set, OMol25).

Geometry (Å):
C1 0.5355 0.0474 -0.0069
C2 1.0048 -1.1641 0.1009
C3 -1.3240 1.1540 -1.2122
C4 -1.2241 1.2545 1.3007
C5 -0.9340 0.4067 0.0619
N1 3.0654 -2.8070 -0.1587
N2 3.0847 -1.6332 -0.2880
Cl1 0.3386 -2.6685 0.3186
H1 1.2192 0.8674 -0.1655
H2 -1.0951 0.5580 -2.0937
H3 -2.3915 1.3660 -1.2102
H4 -0.7855 2.0959 -1.2859
H5 -1.0687 0.6739 2.2108
H6 -0.5701 2.1229 1.3317
H7 -2.2584 1.6000 1.2776
H8 -1.5164 -0.5183 0.1231
H9 3.9198 -3.3557 -0.3043

HOMO-LUMO gap: 8.794 eV
strongest force on any atom: 0.06328 hartree/bohr
highest occupied orbital energy: -8.12 eV
relative energy (zero: lowest compared OMol25 entry of this formula, charge and spin): 4.1649 eV

***

3.
# C5H9ClN2

2 unconnected molecules or ions with the total composition C5H9ClN2 in a non-equilibrium geometry (ωB97M-V with the def2-TZVPD basis set, OMol25).

Geometry (Å):
C1 2.3242 -1.2638 -0.1245
C2 1.5252 -0.4631 0.7599
N1 1.1114 0.7337 0.6926
Cl1 1.6989 1.6384 -0.7144
H1 3.0668 -1.8734 0.5361
H2 1.6791 -1.8629 -0.6026
H3 2.8633 -0.6831 -0.8677
H4 1.1128 -0.8375 1.7070
C3 -1.8440 1.4582 0.7375
C4 -1.6300 0.0832 0.2614
C5 -1.6532 -0.2528 -0.9867
N2 -1.8910 -0.6326 -2.1042
H5 -2.7254 1.5091 1.2003
H6 -1.5542 2.2638 -0.0042
H7 -1.0534 1.6139 1.5965
H8 -1.5394 -0.7047 0.9015
H9 -1.4910 -0.7263 -2.9883

SMILES string: C/C=N\Cl.CC=C=N
HOMO-LUMO gap: 8.589 eV
strongest force on any atom: 0.11671 hartree/bohr
highest occupied orbital energy: -7.85 eV
relative energy (zero: lowest compared OMol25 entry of this formula, charge and spin): 4.2645 eV

***

4.
# C5H9ClN4O

A single C5H9ClN4O molecule in a non-equilibrium geometry (ωB97M-V with the def2-TZVPD basis set, OMol25).

Geometry (Å):
C1 -3.2391 -1.2511 0.1522
N1 -2.3327 -0.2563 0.6783
N2 -2.7430 0.9034 0.6692
C2 -2.0316 1.8846 0.2829
N3 -0.8770 1.5201 -0.3680
N4 -0.6294 0.2648 -0.3388
C3 0.4992 -0.3540 -0.5823
Cl1 0.5280 -2.1229 -0.9142
C4 1.8610 0.2219 -0.5071
C5 2.3460 0.2409 0.9330
O1 3.4870 0.9834 1.0842
H1 -3.5868 -0.7309 -0.7586
H2 -2.6190 -2.1235 0.0952
H3 -4.0547 -1.6570 0.8347
H4 -2.0896 2.9589 0.4955
H5 1.8521 1.3675 -0.7764
H6 2.4277 -0.3080 -1.1973
H7 1.7278 0.7094 1.5743
H8 2.4313 -0.7381 1.2881
H9 3.6993 1.5415 0.3058

SMILES string: C/N=N/C=N\N=C(\Cl)CCO
HOMO-LUMO gap (alpha / beta): 7.791 / 7.792 eV
strongest force on any atom: 0.07816 hartree/bohr
highest occupied orbital energy (alpha / beta): -7.82 / -7.82 eV
relative energy (zero: lowest compared OMol25 entry of this formula, charge and spin): 4.6336 eV

***

5.
# C5H9ClS

2 unconnected molecules or ions with the total composition C5H9ClS in a non-equilibrium geometry (ωB97M-V with the def2-TZVPD basis set, OMol25).

Geometry (Å):
C1 0.5005 0.2537 -0.7136
C2 -0.1630 1.1476 0.3316
C3 0.2397 0.5190 -2.2590
C4 0.6726 -1.1202 -0.2569
C5 -1.0471 -0.3610 2.6681
S1 1.5101 1.4963 0.2478
Cl1 -1.2671 2.3834 -0.1317
H1 0.6041 1.5622 -2.3416
H2 -0.8569 0.3208 -2.3594
H3 0.9808 -0.2481 -2.6369
H4 -0.1050 -1.7668 -0.8409
H5 0.3885 -1.1642 0.7096
H6 1.6850 -1.5032 -0.4609
H7 0.0364 -0.1846 2.6234
H8 -1.2112 -1.4436 2.4623
H9 -1.9675 0.1089 2.9579

spin multiplicity: 3
HOMO-LUMO gap (alpha / beta): 8.529 / 8.242 eV
strongest force on any atom: 0.08993 hartree/bohr
highest occupied orbital energy (alpha / beta): -7.76 / -9.44 eV
relative energy (zero: lowest compared OMol25 entry of this formula, charge and spin): 0.2037 eV

***

6.
# C5H9FI2O2SSi

A molecular structure, C5H9FI2O2SSi in a non-equilibrium geometry (ωB97M-V with the def2-TZVPD basis set, OMol25).

Geometry (Å):
C1 -0.1814 -0.9960 0.1429
C2 -0.1153 -2.0508 -0.9905
C3 -1.0427 0.2043 -0.2606
C4 -0.4296 1.5721 0.0070
C5 -2.4198 0.2570 0.5676
O1 -1.5065 -0.0219 -1.6055
O2 3.0385 -0.0414 -0.2336
F1 -2.2290 0.6880 1.8529
Si1 3.8863 0.6611 0.7904
S1 -0.4800 -1.0750 -2.4947
I1 -3.7394 1.6341 -0.4546
I2 -3.3885 -1.7309 0.5367
H1 -0.4668 -1.4992 0.9674
H2 0.8565 -0.5720 0.1909
H3 0.9372 -2.4207 -1.1364
H4 -0.8146 -2.8248 -1.0058
H5 0.6356 1.7494 -0.4594
H6 -0.5319 1.7724 1.1732
H7 -1.0120 2.4303 -0.5021
H8 4.0533 2.1311 1.0571
H9 4.9501 0.1328 1.8573

HOMO-LUMO gap: 7.535 eV
strongest force on any atom: 0.08918 hartree/bohr
highest occupied orbital energy: -8.36 eV
relative energy (zero: lowest compared OMol25 entry of this formula, charge and spin): 2.2001 eV